#i
# C5H10O3

An isolated molecule of C5H10O3 (the ωB97M-V functional and the def2-TZVPD basis, the OMol25 dataset).

Geometry as ORCA input:
```
! RIJCOSX wB97M-V def2-TZVPD def2/J DEFGRID3
* xyz 0 1
C 0.91 1.09 1.93
C 1.41 0.44 0.88
O 2.56 0.83 0.27
C 0.83 -0.89 0.36
O 1.81 -1.68 -0.22
O -0.01 -0.39 -0.70
C -1.27 0.15 -0.35
C -2.15 0.13 -1.59
H 0.00 0.77 2.40
H 1.42 1.94 2.34
H 2.84 0.10 -0.31
H 0.21 -1.40 1.13
H 1.41 -2.18 -0.94
H -1.73 -0.46 0.46
H -1.14 1.17 0.02
H -1.73 0.77 -2.36
H -2.22 -0.88 -1.97
H -3.15 0.49 -1.34
*
```

Results
Highest occupied orbital energy (eV): -8.79
Frontier orbital gap (eV): 9.5
SMILES: C=C(O)[C@H](O)OCC

#ii
# C5H10O3

An isolated molecule of C5H10O3 (the ωB97M-V functional and the def2-TZVPD basis, the OMol25 dataset).

Geometry as ORCA input:
```
! RIJCOSX wB97M-V def2-TZVPD def2/J DEFGRID3
* xyz 0 1
C -2.33 0.30 -0.76
C -1.12 0.76 0.08
O -1.38 0.95 1.39
C 0.18 -0.43 -0.05
O -0.18 -1.44 0.77
C 1.53 0.16 0.48
C 2.73 -0.23 -0.27
O 2.31 1.05 -0.32
H -3.24 0.76 -0.42
H -2.08 0.63 -1.85
H -2.38 -0.87 -0.77
H -0.59 1.65 -0.36
H -2.03 0.35 1.73
H 0.15 -0.73 -1.09
H 0.55 -2.07 0.72
H 1.59 0.31 1.62
H 3.64 -0.40 0.33
H 2.66 -0.77 -1.24
*
```

Results
Highest occupied orbital energy (eV): -9.14
Frontier orbital gap (eV): 9.9
SMILES: C[C@@H](O)[C@H](O)[C@H]1CO1

Least stable: #ii

#i
# C32H91N5O11

A cluster of 11 separate species, C32H91N5O11 in total (the ωB97M-V functional and the def2-TZVPD basis, the OMol25 dataset).

Geometry as ORCA input:
```
! RIJCOSX wB97M-V def2-TZVPD def2/J DEFGRID3
* xyz 0 1
C -5.21 -1.09 4.33
O -5.50 0.15 3.69
C -4.41 1.05 3.63
C -4.76 2.41 3.04
C -4.86 2.30 1.56
N -3.81 3.50 3.36
H -4.82 -0.89 5.33
H -4.43 -1.60 3.77
H -6.06 -1.73 4.54
H -4.21 1.30 4.67
H -3.46 0.63 3.32
H -5.69 2.75 3.49
H -4.00 1.79 1.11
H -4.81 3.29 1.11
H -5.77 1.79 1.27
H -4.29 4.34 3.07
H -3.62 3.66 4.34
C 3.21 -3.08 -3.35
O 4.22 -2.19 -3.17
C 4.98 -2.36 -1.92
C 5.98 -1.21 -1.64
C 7.16 -1.18 -2.61
N 6.41 -1.28 -0.24
H 2.51 -3.16 -2.52
H 3.64 -4.07 -3.52
H 2.59 -2.87 -4.23
H 4.32 -2.50 -1.06
H 5.54 -3.29 -2.01
H 5.39 -0.29 -1.69
H 6.74 -1.07 -3.61
H 7.73 -2.11 -2.64
H 7.83 -0.33 -2.52
H 5.83 -0.71 0.36
H 7.24 -0.72 -0.15
C 1.46 -0.12 -1.40
O 0.65 -0.73 -0.49
C -0.75 -0.56 -0.69
C -1.61 -1.07 0.48
C -3.09 -0.98 0.27
N -1.20 -0.36 1.68
H 1.18 -0.43 -2.41
H 2.47 -0.44 -1.15
H 1.26 0.95 -1.46
H -0.82 0.52 -0.84
H -1.02 -1.01 -1.64
H -1.29 -2.11 0.54
H -3.43 0.01 -0.01
H -3.60 -1.27 1.19
H -3.37 -1.63 -0.56
H -1.30 0.64 1.61
H -0.21 -0.36 1.46
C 3.50 3.25 -1.38
O 3.23 2.48 -0.18
C 4.39 1.80 0.32
C 4.06 1.17 1.66
C 4.07 2.29 2.75
N 5.13 0.24 1.97
H 4.32 3.97 -1.34
H 2.67 3.91 -1.61
H 3.66 2.66 -2.28
H 4.73 1.02 -0.36
H 5.21 2.52 0.35
H 3.13 0.63 1.56
H 4.99 2.86 2.65
H 3.95 1.93 3.78
H 3.22 2.94 2.59
H 4.79 -0.47 2.61
H 5.82 0.67 2.58
C 3.66 0.93 -4.14
O 2.33 1.23 -4.59
C 1.74 0.23 -5.46
C 0.16 0.53 -5.74
C -0.69 0.42 -4.47
N -0.34 -0.38 -6.70
H 4.22 1.85 -4.30
H 4.12 0.20 -4.80
H 3.71 0.55 -3.12
H 2.37 0.24 -6.35
H 1.91 -0.75 -5.00
H 0.06 1.56 -6.07
H -0.63 -0.56 -4.00
H -1.74 0.64 -4.70
H -0.33 1.13 -3.71
H -1.26 -0.05 -6.98
H -0.33 -1.36 -6.44
C -2.49 -3.95 3.65
C -1.25 -3.11 3.95
O -1.61 -1.71 4.07
H -3.30 -3.90 4.38
H -2.20 -5.00 3.63
H -2.85 -3.74 2.64
H -0.47 -3.31 3.22
H -0.85 -3.40 4.92
H -1.61 -1.25 3.22
C 0.69 1.03 4.68
C -0.52 1.67 5.22
O -0.68 1.43 6.63
H 0.71 -0.06 4.70
H 1.59 1.45 5.13
H 0.72 1.35 3.64
H -1.34 1.26 4.62
H -0.54 2.75 5.06
H -1.07 0.55 6.68
C 2.72 -2.32 1.86
C 2.90 -2.22 3.39
O 4.24 -2.51 3.67
H 1.82 -1.80 1.52
H 2.79 -3.37 1.59
H 3.51 -1.82 1.28
H 2.21 -2.91 3.88
H 2.81 -1.20 3.77
H 4.35 -2.66 4.61
C -5.45 -3.42 -2.48
C -6.11 -2.92 -3.80
O -5.59 -3.68 -4.87
H -5.63 -4.49 -2.43
H -5.75 -2.88 -1.59
H -4.38 -3.23 -2.59
H -5.90 -1.90 -4.11
H -7.19 -3.08 -3.77
H -6.14 -3.48 -5.64
C 0.42 2.88 0.64
C -0.53 3.37 1.69
O -1.61 2.55 1.63
H 0.81 1.87 0.77
H 1.33 3.46 0.73
H 0.05 2.99 -0.38
H -0.91 4.38 1.52
H -0.01 3.39 2.65
H -2.36 2.86 2.15
C -4.03 1.98 -2.67
C -4.83 1.70 -3.91
O -5.79 2.76 -3.96
H -4.63 2.44 -1.89
H -3.27 2.73 -2.89
H -3.46 1.13 -2.28
H -5.31 0.73 -3.84
H -4.18 1.64 -4.78
H -6.63 2.44 -4.30
*
```

Results
Highest occupied orbital energy (eV): -8.93
Frontier orbital gap (eV): 9.4
SMILES: COC[C@H](C)N.COC[C@H](C)N.COC[C@H](C)N.COC[C@H](C)N.COC[C@H](C)N.CCO.CCO.CCO.CCO.CCO.CCO

#ii
# C32H91N5O11

A cluster of 11 separate species, C32H91N5O11 in total (the ωB97M-V functional and the def2-TZVPD basis, the OMol25 dataset).

Geometry as ORCA input:
```
! RIJCOSX wB97M-V def2-TZVPD def2/J DEFGRID3
* xyz 0 1
C -0.53 -3.22 -1.28
O -0.47 -2.24 -2.34
C -1.39 -2.40 -3.41
C -1.48 -3.83 -3.92
C -0.20 -4.15 -4.71
N -2.52 -4.05 -4.88
H -1.52 -3.25 -0.83
H 0.15 -3.05 -0.44
H -0.35 -4.21 -1.70
H -2.32 -2.03 -2.97
H -1.21 -1.66 -4.19
H -1.61 -4.57 -3.14
H 0.57 -4.20 -3.94
H 0.02 -3.32 -5.38
H -0.31 -5.16 -5.11
H -2.44 -3.42 -5.67
H -3.45 -4.00 -4.50
C -7.10 1.80 -2.19
O -6.20 0.74 -2.46
C -5.02 0.58 -1.74
C -5.32 -0.06 -0.31
C -4.09 -0.17 0.55
N -5.73 -1.47 -0.36
H -7.78 1.71 -3.04
H -6.77 2.83 -2.36
H -7.68 1.72 -1.27
H -4.15 0.14 -2.23
H -4.60 1.57 -1.57
H -6.11 0.50 0.19
H -3.18 -0.44 0.02
H -4.20 -0.78 1.45
H -3.90 0.86 0.83
H -4.98 -2.00 -0.76
H -6.35 -1.56 -1.15
C 5.82 -1.32 -3.42
O 4.54 -1.36 -4.02
C 3.49 -0.69 -3.31
C 2.12 -0.56 -4.02
C 2.27 0.19 -5.34
N 1.14 0.10 -3.13
H 6.34 -0.38 -3.62
H 6.39 -2.22 -3.65
H 5.80 -1.46 -2.34
H 3.45 -1.06 -2.28
H 3.82 0.34 -3.21
H 1.94 -1.62 -4.17
H 3.12 -0.20 -5.90
H 2.57 1.22 -5.15
H 1.42 0.42 -5.99
H 0.69 0.58 -3.89
H 0.51 -0.65 -2.88
C 3.36 7.04 0.73
O 2.79 6.51 -0.44
C 3.25 5.18 -0.74
C 2.43 4.82 -2.04
C 2.88 3.43 -2.63
N 2.44 5.93 -3.03
H 3.12 6.46 1.62
H 3.26 8.10 0.96
H 4.45 7.06 0.66
H 4.31 5.15 -0.97
H 3.18 4.44 0.06
H 1.39 4.74 -1.70
H 3.80 3.51 -3.21
H 2.16 2.94 -3.29
H 3.18 2.77 -1.81
H 2.24 5.65 -3.98
H 3.38 6.21 -3.28
C -1.52 -2.45 1.87
O -1.49 -3.82 1.85
C -2.72 -4.40 1.89
C -2.75 -5.91 1.55
C -2.30 -6.23 0.11
N -4.19 -6.36 1.53
H -2.13 -2.05 2.68
H -1.84 -1.95 0.95
H -0.56 -1.94 1.98
H -3.20 -4.40 2.87
H -3.29 -3.88 1.11
H -2.18 -6.50 2.27
H -1.26 -5.93 0.08
H -2.82 -5.60 -0.61
H -2.35 -7.32 0.08
H -4.18 -7.20 2.08
H -4.28 -6.81 0.63
C -0.69 3.74 -0.10
C -1.24 3.53 -1.52
O -1.41 4.84 -2.14
H -1.44 4.29 0.47
H 0.27 4.24 -0.14
H -0.68 2.82 0.49
H -2.19 3.01 -1.41
H -0.68 2.96 -2.27
H -0.56 5.29 -2.14
C 2.04 -0.58 5.97
C 0.81 -1.39 6.29
O -0.12 -1.46 5.23
H 2.73 -0.77 6.79
H 1.84 0.49 5.84
H 2.41 -0.89 4.99
H 0.29 -1.18 7.23
H 1.11 -2.43 6.43
H -0.46 -0.61 4.94
C 1.13 0.25 1.55
C 0.77 0.02 0.04
O 1.19 1.12 -0.73
H 1.03 -0.44 2.39
H 0.61 1.14 1.90
H 2.18 0.50 1.63
H -0.30 -0.09 -0.13
H 1.29 -0.90 -0.25
H 1.07 0.91 -1.66
C 2.35 4.01 4.61
C 2.28 3.13 3.34
O 1.53 3.75 2.34
H 2.92 4.92 4.42
H 3.05 3.72 5.39
H 1.36 4.17 5.05
H 1.83 2.18 3.63
H 3.25 2.77 2.98
H 0.66 3.96 2.69
C -1.08 2.62 5.17
C -2.34 1.84 4.94
O -1.83 0.52 4.75
H -0.71 2.52 6.19
H -1.27 3.68 5.02
H -0.37 2.31 4.40
H -2.93 2.22 4.10
H -3.09 1.93 5.72
H -2.61 -0.02 4.89
C 4.35 -2.18 0.67
C 3.57 -2.80 1.76
O 3.32 -4.18 1.54
H 5.34 -2.58 0.44
H 4.56 -1.19 1.07
H 3.82 -2.22 -0.28
H 2.61 -2.31 1.93
H 4.03 -2.67 2.74
H 2.61 -4.30 2.19
*
```

Results
Highest occupied orbital energy (eV): -9.03
Frontier orbital gap (eV): 9.5
SMILES: COC[C@H](C)N.COC[C@H](C)N.COC[C@H](C)N.COC[C@H](C)N.COC[C@H](C)N.CCO.CCO.CCO.CCO.CCO.CCO

Least stable: #ii

#i
# CH9NO2

A cluster of 3 separate species, CH9NO2 in total (the ωB97M-V functional and the def2-TZVPD basis, the OMol25 dataset).

Geometry as ORCA input:
```
! RIJCOSX wB97M-V def2-TZVPD def2/J DEFGRID3
* xyz 0 1
C -0.67 1.26 0.93
N 0.22 0.13 0.60
H -0.69 1.97 0.10
H -1.69 0.94 1.10
H -0.22 1.82 1.75
H 0.20 -0.01 -0.41
H 1.19 0.27 0.87
O -0.04 -2.23 1.32
H -0.02 -1.18 1.00
H -0.56 -2.25 2.13
O 0.41 0.89 -2.59
H 1.35 0.67 -2.67
H -0.17 0.74 -3.36
*
```

Results
Highest occupied orbital energy (eV): -9.21
Frontier orbital gap (eV): 9.7
SMILES: CN.O.O

#ii
# CH9NO2

A cluster of 3 separate species, CH9NO2 in total (the ωB97M-V functional and the def2-TZVPD basis, the OMol25 dataset).

Geometry as ORCA input:
```
! RIJCOSX wB97M-V def2-TZVPD def2/J DEFGRID3
* xyz 0 1
C 1.02 0.98 0.34
N 2.19 1.72 0.80
H 0.16 1.56 -0.05
H 0.56 0.31 1.23
H 1.09 0.32 -0.48
H 2.72 1.20 1.31
H 2.68 2.10 0.03
O -0.99 -1.94 0.92
H -0.09 -1.73 0.77
H -1.39 -1.87 0.03
O -2.29 -0.86 -1.46
H -3.20 -0.35 -1.36
H -2.47 -1.43 -2.09
*
```

Results
Highest occupied orbital energy (eV): -9.23
Frontier orbital gap (eV): 9.7
SMILES: CN.O.O

Least stable: #ii

#i
# C5H12N3

The ion C5H12N3 with charge +1 (the ωB97M-V functional and the def2-TZVPD basis, the OMol25 dataset).

Geometry as ORCA input:
```
! RIJCOSX wB97M-V def2-TZVPD def2/J DEFGRID3
* xyz 1 1
H -2.62 1.39 -0.33
N -1.74 0.83 -0.23
C -0.75 1.15 0.49
C 0.45 0.24 0.39
C 1.68 1.14 0.38
C 0.58 -0.81 1.61
N 0.13 -0.51 -0.96
C -1.06 -1.00 -1.00
N -1.64 -1.16 -2.22
H -0.61 1.99 1.26
H 2.53 0.43 0.50
H 1.75 1.77 1.19
H 1.64 1.95 -0.50
H 1.17 -1.61 1.27
H 1.21 -0.39 2.47
H -0.37 -1.05 2.08
H 0.46 -0.01 -1.84
H -1.48 -1.55 -0.06
H -2.63 -1.35 -2.32
H -1.04 -0.86 -3.05
*
```

Results
Highest occupied orbital energy (eV): -14.27
Frontier orbital gap (eV): 11.3
SMILES: [H]/N=C/C(C)(C)NC=[NH2+]

#ii
# C5H12N3

A cluster of 2 separate species, C5H12N3 in total (the ωB97M-V functional and the def2-TZVPD basis, the OMol25 dataset).

Geometry as ORCA input:
```
! RIJCOSX wB97M-V def2-TZVPD def2/J DEFGRID3
* xyz 1 1
C -1.05 -0.97 -1.54
C -0.49 -0.21 -0.63
C 1.46 -1.26 1.15
C 0.42 1.92 -0.60
C 1.28 0.25 0.98
N -3.27 -0.54 0.53
N -2.36 -0.15 1.16
N 0.69 0.41 -0.39
H -0.62 -1.11 -2.50
H -2.04 -1.15 -1.58
H 0.55 -1.71 1.23
H 2.10 -1.70 0.23
H 2.07 -1.45 2.03
H -0.25 2.38 0.15
H 1.46 2.39 -0.71
H -0.03 2.14 -1.47
H 2.15 1.03 1.03
H 0.57 0.53 1.84
H -4.11 -0.97 0.11
H 1.48 0.20 -1.00
*
```

Results
Highest occupied orbital energy (alpha / beta) (eV): -12.32 / -11.19
Frontier orbital gap (alpha / beta) (eV): 8.8 / 6.9

Least stable: #ii

#i
# C2H6N4O

An isolated molecule of C2H6N4O (the ωB97M-V functional and the def2-TZVPD basis, the OMol25 dataset).

Geometry as ORCA input:
```
! RIJCOSX wB97M-V def2-TZVPD def2/J DEFGRID3
* xyz 0 1
H 2.35 1.73 -0.33
N 1.44 1.60 0.07
C 1.35 0.17 0.09
N 1.98 -0.90 -0.62
N 0.37 -0.21 0.91
N -0.80 -0.80 0.35
C -2.16 -0.30 -0.14
O -2.40 0.86 -0.53
H 2.75 -0.96 -1.14
H 1.40 -1.80 -0.89
H -0.04 0.38 1.52
H -0.55 -2.03 0.46
H -2.71 -1.28 -0.08
*
```

Results
Highest occupied orbital energy (eV): -9.00
Frontier orbital gap (eV): 9.4
SMILES: [H]/N=C(\N)NNC=O

#ii
# C2H6N4O

A structure of composition C2H6N4O (the ωB97M-V functional and the def2-TZVPD basis, the OMol25 dataset).

Geometry as ORCA input:
```
! RIJCOSX wB97M-V def2-TZVPD def2/J DEFGRID3
* xyz 0 1
C 1.11 0.10 -0.03
C -1.27 0.18 0.01
H 3.07 -0.83 -0.26
H 1.75 -1.87 0.14
H 2.19 1.71 -0.17
H -2.59 -1.42 0.88
H -3.44 -0.23 -0.68
H -0.29 1.66 0.07
N 1.98 -0.90 -0.21
N 1.24 1.37 0.19
N -2.33 -0.73 -0.10
N -1.32 1.44 -0.12
O -0.10 -0.49 0.27
*
```

Results
Highest occupied orbital energy (eV): -8.78
Frontier orbital gap (eV): 9.3

Least stable: #i

#i
# C11H13NO2

An isolated molecule of C11H13NO2 (the ωB97M-V functional and the def2-TZVPD basis, the OMol25 dataset).

Geometry as ORCA input:
```
! RIJCOSX wB97M-V def2-TZVPD def2/J DEFGRID3
* xyz 0 1
C -4.66 0.84 -0.14
C -3.20 0.75 -0.40
C -2.60 -0.50 0.16
O -1.37 -0.94 -0.39
C -0.15 -0.66 0.27
N 0.87 -1.58 -0.09
C 2.09 -0.96 -0.11
C 3.34 -1.51 -0.43
C 4.51 -0.70 -0.33
C 4.36 0.60 0.12
C 3.06 1.15 0.47
C 1.94 0.39 0.23
C 0.46 0.66 0.44
O -0.06 -0.04 1.50
H -5.01 -0.08 -0.58
H -5.01 0.93 0.95
H -4.96 1.81 -0.59
H -2.62 1.74 0.07
H -2.87 0.84 -1.39
H -2.38 -0.44 1.28
H -3.22 -1.33 -0.15
H 0.41 -2.42 -0.63
H 3.32 -2.51 -0.86
H 5.41 -1.12 -0.57
H 5.28 1.23 0.26
H 3.02 2.19 0.55
H 0.05 1.66 0.36
*
```

Results
Highest occupied orbital energy (eV): -8.03
Frontier orbital gap (eV): 9.0
SMILES: CCCO[C@@]12Nc3ccccc3[C@@H]1O2

#ii
# C11H13NO2

A structure of composition C11H13NO2 (the ωB97M-V functional and the def2-TZVPD basis, the OMol25 dataset).

Geometry as ORCA input:
```
! RIJCOSX wB97M-V def2-TZVPD def2/J DEFGRID3
* xyz 0 1
C -3.66 -1.15 0.04
C -1.88 0.27 -0.26
C -1.13 -0.88 -0.42
C 0.20 -0.58 -0.42
C 1.17 -2.00 -0.14
C 2.35 -1.48 0.65
C 2.38 0.77 -0.29
C 3.06 2.03 -0.32
C 0.87 0.67 -0.11
C -0.07 1.74 0.10
C -1.37 1.46 -0.01
H -3.91 -1.13 -1.32
H -3.00 -1.83 0.60
H -4.87 -1.32 0.48
H -1.31 -1.84 -1.03
H 1.40 -2.46 -1.13
H 0.80 -2.89 0.66
H 2.00 -1.25 1.64
H 3.17 -2.36 0.89
H 2.49 2.69 -0.97
H 4.08 2.08 -0.14
H 2.56 2.40 0.66
H 0.18 2.85 0.18
H -3.12 2.03 0.38
N 3.08 -0.32 -0.05
O -3.30 0.16 -0.01
O -2.17 2.37 0.35
*
```

Results
Highest occupied orbital energy (eV): -8.23
Frontier orbital gap (eV): 8.6

Least stable: #ii

#i
# C5H7NS2

An isolated molecule of C5H7NS2 (the ωB97M-V functional and the def2-TZVPD basis, the OMol25 dataset).

Geometry as ORCA input:
```
! RIJCOSX wB97M-V def2-TZVPD def2/J DEFGRID3
* xyz 0 1
C 2.79 -1.18 0.22
C 1.82 -0.34 0.58
S 1.33 1.03 -0.44
C -0.43 0.94 -0.22
C -1.10 2.00 0.28
N -0.99 -0.26 -0.67
C -2.23 -0.78 -0.51
S -3.55 -0.18 0.21
H 3.28 -1.12 -0.72
H 3.11 -1.93 0.89
H 1.30 -0.39 1.52
H -2.18 2.00 0.36
H -0.55 2.85 0.62
H -0.33 -0.84 -1.14
H -2.26 -1.79 -0.98
*
```

Results
Highest occupied orbital energy (eV): -8.56
Frontier orbital gap (eV): 8.8
SMILES: C=CSC(=C)NC=S

#ii
# C5H7NS2

An isolated molecule of C5H7NS2 (the ωB97M-V functional and the def2-TZVPD basis, the OMol25 dataset).

Geometry as ORCA input:
```
! RIJCOSX wB97M-V def2-TZVPD def2/J DEFGRID3
* xyz 0 1
C 0.08 -2.67 -0.56
C 0.61 -1.78 0.32
C 0.01 -0.41 0.27
N -0.93 -0.27 -0.72
S -1.77 1.38 -0.65
C -0.30 2.38 -0.91
S 1.00 2.05 0.26
C 0.22 0.74 1.26
H 0.45 -3.85 -0.76
H -0.49 -2.42 -1.33
H 1.34 -1.93 1.00
H 0.12 2.27 -1.84
H -0.57 3.43 -0.46
H 0.88 0.21 2.15
H -0.66 0.86 1.97
*
```

Results
Highest occupied orbital energy (eV): -8.39
Frontier orbital gap (eV): 8.3
SMILES: C=CC1=NSCSC1

Least stable: #ii